Formula: C3H7IO2
Source: the Open Molecules 2025 dataset
Level of theory: wB97M-V/def2-TZVPD

The geometry in ORCA input format:
```
! wB97M-V def2-TZVPD RIJCOSX def2/J DEFGRID3
* xyz 0 1
C -0.04192 -1.23669 0.83576
C -0.36951 0.16782 -1.29285
C 0.49858 -0.47827 -0.32944
O 2.19232 2.63856 0.38284
O 2.85471 1.53650 0.95328
I 2.49589 -0.34498 -0.41234
H -0.17107 -2.24892 0.66772
H 0.67719 -1.24454 1.73186
H -1.05418 -0.77272 1.07256
H 0.10748 -0.11984 -2.41094
H -0.38169 1.25260 -1.16693
H -1.28556 -0.29981 -1.25154
H 1.60364 2.75986 1.18665
*
```

Calculated values
* LUMO (alpha / beta): -0.6 / 0.0 eV

***

Formula: C5H11NO
Source: the Open Molecules 2025 dataset
Level of theory: wB97M-V/def2-TZVPD

The geometry in ORCA input format:
```
! wB97M-V def2-TZVPD RIJCOSX def2/J DEFGRID3
* xyz 0 1
C 1.25926 -0.74180 1.29475
C -0.28805 -0.62704 0.99583
N -0.65690 -0.17650 -0.34010
C -0.43566 -1.15109 -1.38364
C -0.02703 1.10739 -0.68809
C -0.83171 2.19676 -0.01520
O -0.78272 3.36536 -0.31641
H 1.39030 -1.69406 1.79235
H 1.78607 -0.91838 0.35176
H 1.59696 0.13165 1.82205
H -0.74755 -1.60955 1.10384
H -0.70498 0.04290 1.74626
H -0.49526 -2.19180 -1.04922
H -1.14541 -1.13096 -2.21403
H 0.54677 -1.04233 -1.87385
H 0.06406 1.41829 -1.72623
H 0.99487 1.16914 -0.26851
H -1.52300 1.85202 0.76845
*
```

Calculated values
* LUMO: 0.9 eV

***

Formula: C14H21Br21O2
Source: the Open Molecules 2025 dataset
Level of theory: wB97M-V/def2-TZVPD

The geometry in ORCA input format:
```
! wB97M-V def2-TZVPD RIJCOSX def2/J DEFGRID3
* xyz 0 1
C -0.30251 -1.82171 -0.12357
C -1.03963 -0.55478 0.33222
C -1.50840 0.25418 -0.88391
C -2.76858 1.11410 -0.70545
C -3.90683 0.43603 0.08050
C -5.30123 0.72032 -0.48367
O -5.92363 -0.43752 -1.09010
C -5.15279 -1.04495 -2.01630
O -4.73386 -2.16326 -1.90208
H 0.03541 -2.42532 0.71989
H 0.54083 -1.57091 -0.77063
H -0.98166 -2.45122 -0.70974
H -0.33792 0.04050 0.92532
H -1.86890 -0.87138 0.96684
H -0.68793 0.92947 -1.15865
H -1.65148 -0.40368 -1.74764
H -2.53918 2.08745 -0.26238
H -3.14502 1.33631 -1.71210
H -3.74537 -0.63979 0.16723
H -3.90190 0.82213 1.10274
H -5.27708 1.52933 -1.22399
H -5.99039 1.02634 0.30323
H -4.95823 -0.43274 -2.91215
C 2.92850 -0.80485 2.38956
Br 2.58326 0.84540 1.46584
Br 1.62366 -1.13209 3.76902
Br 3.05241 -2.28967 1.17756
H 3.88958 -0.70896 2.87291
C 3.03156 -0.89253 -3.41061
Br 4.69211 -0.62486 -2.48058
Br 2.42972 -2.71725 -3.29777
Br 1.68590 0.34752 -2.81575
H 3.21461 -0.68781 -4.45708
C 0.28137 -5.64293 -0.99585
Br -1.49024 -5.08465 -1.49068
Br 0.53136 -5.67710 0.91244
Br 0.73820 -7.33313 -1.79532
H 0.96975 -4.90783 -1.38870
C 2.35621 -1.11478 7.47462
Br 1.58891 -2.86153 7.70526
Br 1.41455 0.21649 8.49570
Br 4.23907 -1.10445 7.86312
H 2.24704 -0.85224 6.43296
C 4.41945 2.05213 -5.20585
Br 3.21802 2.79310 -6.51295
Br 5.63662 0.79341 -6.01080
Br 5.33993 3.41814 -4.22203
H 3.81617 1.51232 -4.49006
C -2.18497 2.01065 4.30303
Br -3.63064 0.87681 3.72776
Br -1.22173 1.23009 5.76945
Br -1.00815 2.45685 2.85108
H -2.61591 2.93782 4.65081
C 2.20772 5.59606 -1.99917
Br 1.87334 5.36846 -3.87774
Br 1.59310 4.07590 -0.99102
Br 4.05956 5.97626 -1.64680
H 1.63628 6.45034 -1.66795
*
```

Calculated values
* LUMO: -0.4 eV

***

Formula: C4H7IN3O
Source: the Open Molecules 2025 dataset
Level of theory: wB97M-V/def2-TZVPD

The geometry in ORCA input format:
```
! wB97M-V def2-TZVPD RIJCOSX def2/J DEFGRID3
* xyz 1 1
C -0.39806 -1.78551 -0.07414
C 0.93959 1.48973 -0.05804
C 0.10819 0.38013 0.78938
C -1.89451 -0.03263 -0.59052
N 0.26121 -2.74984 0.06568
N 2.03057 0.97975 -0.72351
N -0.69868 -0.51177 0.06193
O 0.71939 -3.82593 0.07259
I 3.81379 0.81560 0.06215
H 0.25337 1.87539 -0.81829
H 1.16220 2.25709 0.69198
H 0.84661 -0.16358 1.38135
H -0.52896 0.99193 1.43033
H -2.46298 -0.87103 -0.98862
H -1.63480 0.63240 -1.41955
H -2.51692 0.51827 0.11729
*
```

Calculated values
* LUMO (alpha / beta): -7.7 / -7.7 eV

***

Formula: H8N2Si2
Source: the Open Molecules 2025 dataset
Level of theory: wB97M-V/def2-TZVPD

The geometry in ORCA input format:
```
! wB97M-V def2-TZVPD RIJCOSX def2/J DEFGRID3
* xyz 0 1
N -2.43361 0.40281 0.42908
N -1.14992 -0.13289 0.56741
Si 0.01123 -0.24865 -0.67372
Si 2.18158 -0.06580 0.05764
H -2.66210 1.29917 0.82044
H -2.74621 0.27881 -0.59059
H -0.98134 -0.60017 1.54738
H 0.03153 -1.51618 -1.49917
H -0.27293 0.87041 -1.58687
H 2.30462 -1.15411 1.03571
H 3.28470 -0.32541 -1.01372
H 2.43245 1.19201 0.90640
*
```

Calculated values
* LUMO: 1.0 eV

***

Formula: C36H71F5NbO16S
Source: the Open Molecules 2025 dataset
Level of theory: wB97M-V/def2-TZVPD

The geometry in ORCA input format:
```
! wB97M-V def2-TZVPD RIJCOSX def2/J DEFGRID3
* xyz -1 1
C -1.69153 -1.64430 -5.55214
C -3.17971 -1.66854 -5.51261
O -3.86467 -2.65059 -5.34873
O -3.71114 -0.44614 -5.70567
C -4.93596 -0.12531 -5.01546
C -4.66781 0.96931 -4.00133
C -3.73529 0.47145 -2.89171
C -2.93749 1.56555 -2.19020
C -2.46634 1.17747 -0.78475
Nb -0.56509 -0.03430 -0.90983
F -0.40222 -0.02223 -2.82513
S -1.77782 -2.17912 -1.01600
O 0.57339 1.56363 -0.83348
C 1.84085 1.55226 -0.19926
C 3.03444 1.09345 -1.06379
C 2.71002 0.88378 -2.53434
O 3.61210 -0.10621 -0.51653
C -0.72465 -0.11265 1.39928
F -0.32070 1.04629 2.04446
F -2.06110 -0.26852 1.75608
C 0.02196 -1.29843 2.09089
F -0.83424 -2.21244 2.59820
F 0.77940 -0.85721 3.13997
H -1.29950 -1.18185 -4.64447
H -1.31680 -2.66070 -5.65449
H -1.35223 -1.05370 -6.40518
H -5.35543 -1.01251 -4.53933
H -5.65247 0.20692 -5.76987
H -4.26089 1.85432 -4.49561
H -5.63297 1.22300 -3.55891
H -3.05297 -0.28944 -3.28134
H -4.35460 -0.04051 -2.14317
H -2.08222 1.83130 -2.82326
H -3.57298 2.46041 -2.13445
H -2.28660 2.06025 -0.16350
H -3.25201 0.60761 -0.27622
H 0.97953 -1.05062 -0.73566
H -3.01939 -1.69961 -1.01588
H 2.06036 2.56660 0.15695
H 1.81449 0.91924 0.69055
H 3.79884 1.87396 -0.98400
H 3.60190 1.04792 -3.14421
H 1.88079 1.50555 -2.86586
H 2.42342 -0.16006 -2.67967
H 4.50632 0.10088 -0.22676
H 0.68001 -1.81860 1.39842
O 7.74836 1.20565 2.37529
C 7.66688 0.01247 2.24626
O 6.45355 -0.52197 2.01879
C 6.27178 -1.91556 1.72557
C 6.23531 -2.76826 2.97304
C 8.87843 -0.88045 2.39218
H 7.02563 -2.25167 1.01278
H 5.31042 -1.96336 1.21635
H 7.17290 -2.72721 3.52685
H 6.04220 -3.80943 2.71848
H 5.44090 -2.41133 3.63057
H 9.07711 -1.02462 3.45343
H 9.72598 -0.36137 1.95203
H 8.79368 -1.85383 1.91906
O -3.16510 -9.18288 -7.39724
C -3.69737 -8.25487 -6.84739
O -2.93821 -7.24421 -6.40263
C -3.50154 -6.03983 -5.84737
C -3.87005 -6.18807 -4.38889
C -5.19249 -8.24007 -6.60170
H -4.33911 -5.69771 -6.45432
H -2.71870 -5.29333 -5.94867
H -4.64253 -6.94401 -4.23840
H -4.23245 -5.23423 -4.00766
H -2.99614 -6.48721 -3.81103
H -5.39877 -8.85760 -5.72842
H -5.67484 -8.68874 -7.46596
H -5.61493 -7.25332 -6.44089
O -7.15501 2.82118 -3.83884
C -7.78301 3.63675 -3.22269
O -7.11750 4.67224 -2.67682
C -7.77902 5.76071 -2.02382
C -8.15200 5.44289 -0.59240
C -9.27176 3.49164 -2.99309
H -8.64191 6.08623 -2.60890
H -7.05251 6.57092 -2.05796
H -8.86085 4.62160 -0.52721
H -8.60309 6.30915 -0.11072
H -7.26146 5.15613 -0.03288
H -9.42152 2.78407 -2.17857
H -9.70724 3.07756 -3.89849
H -9.78613 4.41662 -2.74985
O 13.30637 -1.35471 2.01372
C 13.50590 -0.17586 2.09652
O 12.47825 0.62743 2.43670
C 12.62786 2.02603 2.69612
C 12.63561 2.85368 1.42815
C 14.85405 0.43083 1.77152
H 13.50903 2.20694 3.31431
H 11.75747 2.27958 3.29801
H 13.48218 2.60647 0.78738
H 12.68843 3.91468 1.67230
H 11.72308 2.67161 0.86169
H 14.93867 0.50937 0.68831
H 15.61973 -0.25139 2.13023
H 15.02847 1.40918 2.20983
O -10.70976 5.07310 1.16024
C -11.31991 5.90116 1.77508
O -10.63186 6.94372 2.28913
C -11.26785 8.04819 2.93727
C -11.59112 7.76085 4.38850
C -12.80446 5.77490 2.03568
H -12.14681 8.36729 2.37504
H -10.53916 8.85375 2.86926
H -12.30196 6.94097 4.48995
H -12.01850 8.64533 4.86117
H -10.68404 7.48212 4.92353
H -12.94514 5.08041 2.86310
H -13.26196 5.35016 1.14658
H -13.30645 6.70885 2.27055
O 7.71071 -5.28374 4.46705
C 7.30187 -4.98289 5.55233
O 7.92411 -3.97851 6.20953
C 7.43498 -3.44459 7.44259
C 7.85823 -4.26904 8.64057
C 6.15682 -5.72010 6.20985
H 6.35388 -3.30784 7.39797
H 7.87618 -2.45117 7.49774
H 7.44933 -5.27849 8.60120
H 7.51653 -3.79681 9.56180
H 8.94443 -4.35118 8.67122
H 6.54693 -6.64357 6.63661
H 5.43829 -5.97278 5.43516
H 5.64269 -5.16217 6.98662
*
```

Calculated values
* LUMO: 1.5 eV

***

Formula: C6H12BBrO3Si
Source: the Open Molecules 2025 dataset
Level of theory: wB97M-V/def2-TZVPD

The geometry in ORCA input format:
```
! wB97M-V def2-TZVPD RIJCOSX def2/J DEFGRID3
* xyz 0 1
C 4.62464 0.90058 0.40921
C 3.52313 0.43703 0.34387
Si 1.76338 -0.10186 0.28491
Br 0.95431 0.10281 2.36760
O 1.05286 0.85933 -0.85521
C -0.26243 1.38218 -0.67468
C -1.35146 0.41456 -1.13869
C -2.69426 0.57539 -0.44590
C -2.67098 0.49208 1.07472
B 1.78382 -2.06790 -0.13150
O 1.04695 -2.63105 -1.14781
O 2.62993 -2.87336 0.58267
H 5.54444 1.38262 0.46545
H -0.32746 2.22679 -1.34217
H -0.44903 1.77783 0.31296
H -0.99477 -0.60346 -1.12228
H -1.52064 0.63422 -2.18138
H -3.31554 -0.24069 -0.79124
H -3.20395 1.47118 -0.75622
H -2.09149 -0.34148 1.42036
H -3.67814 0.37774 1.43500
H -2.27281 1.40622 1.48142
H 0.11488 -2.66126 -0.92626
H 2.36256 -2.93852 1.50084
*
```

Calculated values
* LUMO: 0.3 eV

***

Formula: C24H56N8O8
Source: the Open Molecules 2025 dataset
Level of theory: wB97M-V/def2-TZVPD

The geometry in ORCA input format:
```
! wB97M-V def2-TZVPD RIJCOSX def2/J DEFGRID3
* xyz 0 1
C -3.23497 -4.40112 2.85257
N -2.49805 -3.26606 3.36041
C -2.17610 -3.16855 4.67066
C -1.41738 -1.91102 5.03153
O -2.45651 -4.03052 5.48767
H -3.20248 -4.38395 1.76474
H -4.26864 -4.39744 3.19386
H -2.75568 -5.32578 3.18118
H -2.15438 -2.55830 2.72465
H -0.54656 -1.80386 4.37975
H -1.09276 -1.92563 6.06561
H -2.05035 -1.03436 4.87316
C 0.22285 -3.07638 0.57617
N 0.26842 -1.65874 0.33043
C -0.69943 -0.83700 0.74807
C -0.57270 0.60323 0.32690
O -1.66443 -1.24671 1.41285
H 0.73954 -3.33786 1.51453
H 0.71904 -3.63006 -0.21557
H -0.79907 -3.41663 0.71156
H 1.07481 -1.28204 -0.16042
H -1.46647 0.91204 -0.21020
H 0.29823 0.75810 -0.30880
H -0.49275 1.23451 1.21101
C 1.52821 -0.34873 -4.97083
N 1.64901 0.49117 -3.82831
C 1.57466 1.84673 -3.88159
C 1.71437 2.55586 -2.55688
O 1.40891 2.46218 -4.92073
H 1.87289 0.14032 -5.87985
H 0.49898 -0.68406 -5.13484
H 2.10742 -1.26546 -4.83914
H 1.84105 0.02614 -2.95280
H 0.79047 3.10259 -2.35213
H 2.47643 3.33201 -2.62794
H 1.94961 1.90001 -1.71836
C -3.90190 1.53520 3.19080
N -3.64732 0.85481 1.94844
C -4.05018 1.36779 0.77389
C -3.91507 0.49135 -0.44287
O -4.55342 2.49250 0.69228
H -3.37708 2.49428 3.23084
H -3.54349 0.93221 4.02187
H -4.96750 1.72165 3.31655
H -3.10733 -0.00063 1.94977
H -3.34953 1.02323 -1.20775
H -4.92691 0.33535 -0.81289
H -3.44031 -0.46067 -0.21596
C 2.78582 -5.56974 -6.49010
N 2.89214 -5.52285 -5.06369
C 2.06846 -4.75408 -4.29034
C 2.23985 -4.96337 -2.80120
O 1.25349 -3.99126 -4.76050
H 2.83653 -6.60330 -6.84060
H 3.57942 -5.00675 -6.98156
H 1.80609 -5.19022 -6.76493
H 3.58952 -6.06258 -4.58401
H 1.74150 -4.16790 -2.25661
H 3.29865 -5.01938 -2.53377
H 1.81087 -5.92093 -2.49796
C -3.91283 4.63089 -2.22693
N -3.25177 4.35048 -0.96996
C -1.93921 4.60443 -0.76472
C -1.41734 4.24220 0.61380
O -1.19630 5.07682 -1.61245
H -4.38483 5.61622 -2.23841
H -4.63290 3.84244 -2.43656
H -3.18046 4.64615 -3.03653
H -3.75552 3.80070 -0.27947
H -2.05077 3.52436 1.13794
H -1.32363 5.13167 1.23690
H -0.40786 3.86064 0.47594
C 3.60668 -1.20091 1.14679
N 4.25431 -1.44145 -0.11445
C 3.63120 -1.35783 -1.30879
C 4.45874 -1.81186 -2.50127
O 2.45692 -1.01644 -1.43546
H 2.73885 -0.57219 0.98420
H 4.28812 -0.69887 1.83106
H 3.27639 -2.12844 1.62343
H 5.15301 -1.89215 -0.13322
H 4.37225 -2.89258 -2.59392
H 5.50652 -1.61354 -2.24912
H 4.18775 -1.26984 -3.39847
C 0.20906 2.78661 4.45511
N 0.57648 4.17333 4.56813
C 1.18579 4.87912 3.57419
C 1.64289 6.27076 3.94234
O 1.33645 4.43383 2.45167
H 0.60891 2.39087 3.52273
H -0.87494 2.66303 4.47428
H 0.66241 2.17397 5.23888
H 0.51589 4.58445 5.48259
H 1.17846 7.00372 3.29128
H 2.72577 6.30601 3.82092
H 1.44700 6.51408 4.98894
*
```

Calculated values
* LUMO: 0.0 eV

***

no.,energy (eV)
1,-15413.23208
2,-8899.66129
3,-1489843.12468
4,-18865.56228
5,-18863.05713
6,-97218.36118
7,-91157.99935
8,-54101.93174